Record 1
{"formula": "C24H21BrI2MnN7O4S3", "method": "ωB97M-V/def2-TZVPD", "symbols": ["Mn", "C", "C", "N", "N", "C", "N", "S", "C", "C", "C", "C", "C", "N", "H", "H", "H", "H", "H", "H", "H", "H", "H", "I", "I", "N", "C", "C", "C", "C", "C", "C", "S", "O", "O", "N", "C", "S", "C", "C", "N", "H", "H", "H", "H", "H", "H", "H", "H", "Br", "C", "C", "C", "C", "C", "C", "C", "O", "O", "H", "H", "H", "H"], "positions_angstrom": [[-1.061319, 2.139811, 0.800399], [0.129517, 1.780912, -3.774604], [-0.201266, 1.511165, -2.334875], [-0.935113, 2.276756, -1.632792], [-1.526928, 3.324258, -2.294729], [-1.618812, 4.389753, -1.542673], [-2.375845, 5.404384, -2.084154], [-0.907553, 4.630886, 0.011925], [0.273169, 0.237838, -1.728815], [0.496203, -0.836075, -2.506618], [0.924848, -2.078803, -1.881862], [0.845829, -2.241588, -0.563238], [0.245046, -1.144358, 0.305029], [0.419161, 0.133246, -0.355779], [0.010472, 2.837718, -3.981375], [-0.542511, 1.233503, -4.445705], [1.151944, 1.465984, -3.987789], [-2.569153, 5.327345, -3.069423], [-2.196600, 6.322266, -1.721622], [0.351297, -0.770803, -3.576797], [1.325559, -2.874550, -2.501209], [1.186166, -3.144407, -0.065086], [-0.807510, -1.347832, 0.511827], [-0.147063, 2.951655, 3.169038], [2.836806, 4.180853, 3.375735], [5.680279, -5.647604, 1.982116], [4.570202, -4.924823, 2.421296], [3.280591, -5.313710, 2.042586], [2.178213, -4.621179, 2.502956], [2.354875, -3.526246, 3.348621], [3.628458, -3.128825, 3.729730], [4.730623, -3.833685, 3.275433], [0.954476, -2.620311, 3.890305], [1.408405, -1.575057, 4.763681], [-0.022649, -3.565171, 4.342712], [0.353896, -2.047396, 2.458786], [0.945384, -1.226520, 1.663048], [2.595685, -0.670945, 1.896600], [2.801989, 0.893274, 1.143363], [1.865635, 1.691559, 0.666375], [0.559510, 1.270752, 0.411587], [5.547479, -6.188169, 1.145605], [6.555975, -5.155393, 1.995986], [3.151803, -6.168767, 1.385322], [1.174716, -4.924757, 2.220734], [3.741410, -2.262864, 4.374266], [5.730229, -3.530913, 3.573696], [3.813775, 1.252493, 1.292507], [2.101442, 2.733284, 0.473126], [-6.923850, 2.544721, -4.414434], [-5.792689, 2.228605, -2.920678], [-5.759364, 3.157820, -1.894790], [-4.914307, 2.931103, -0.816095], [-4.131427, 1.787287, -0.776521], [-4.179304, 0.865839, -1.813663], [-5.015429, 1.080647, -2.897824], [-3.152110, 1.594463, 0.327775], [-2.959875, 2.532597, 1.185989], [-2.390926, 0.581366, 0.348058], [-6.366682, 4.049968, -1.946263], [-4.828757, 3.655653, -0.017210], [-3.538543, -0.007086, -1.770352], [-5.055503, 0.378100, -3.719264]], "atomic_forces_ev_per_a": [[1.5, 0.9, -0.5], [0.0, -0.2, 0.0], [0.2, -0.5, -0.1], [-0.2, 0.1, 0.2], [0.0, 0.1, 0.4], [-0.2, 0.1, -0.2], [0.1, 0.0, 0.2], [0.0, -0.2, 0.0], [0.0, 0.3, 0.2], [0.1, -0.5, -0.2], [0.0, 0.1, -0.2], [0.0, 0.1, 0.2], [0.3, 0.0, 0.0], [0.2, 0.1, -0.2], [0.0, 0.1, 0.0], [0.0, 0.1, 0.1], [-0.1, 0.0, 0.0], [0.0, 0.0, 0.0], [0.0, 0.1, 0.0], [0.0, -0.1, 0.1], [0.0, 0.0, 0.0], [0.0, 0.1, 0.0], [-0.2, 0.0, 0.1], [0.0, 0.0, 0.5], [0.0, 0.0, 0.0], [-0.2, 0.0, 0.2], [0.1, 0.0, -0.1], [0.0, 0.0, 0.0], [0.0, 0.1, 0.1], [0.2, -0.2, -0.1], [0.0, -0.1, 0.0], [0.0, 0.0, 0.0], [0.2, 0.0, 0.0], [-0.2, 0.0, -0.1], [-0.1, 0.1, 0.1], [0.0, 0.3, -0.2], [-0.1, -0.3, 0.0], [-0.2, 0.0, 0.0], [0.4, -0.3, 0.2], [-0.5, 0.3, -0.4], [0.1, -0.1, 0.4], [0.0, 0.0, -0.1], [0.0, 0.1, 0.0], [0.0, 0.1, 0.0], [0.1, 0.0, 0.0], [0.0, -0.1, -0.1], [-0.1, 0.0, 0.0], [-0.1, 0.0, 0.0], [-0.1, 0.0, 0.0], [0.0, 0.0, 0.0], [0.0, 0.0, 0.0], [0.1, 0.0, 0.1], [-0.1, 0.1, -0.1], [-0.1, -0.1, 0.2], [0.0, -0.1, -0.1], [0.0, 0.0, 0.0], [-0.7, -0.2, 0.3], [-0.4, -0.5, -0.8], [-0.3, 0.4, -0.2], [0.0, 0.0, 0.0], [0.0, 0.0, 0.0], [0.0, 0.1, 0.0], [0.0, 0.0, 0.0]], "e_homo_ev": [-5.18, -5.24], "lumo_ev": [1.234, 0.696], "relative_energy_ev": 4.662, "total_charge": -1, "energy_ev": -193921.08052, "max_force_ha_per_bohr": 0.0346, "spin_multiplicity": 6}

=====

Record 2
{"formula": "C4H11InO3", "method": "ωB97M-V/def2-TZVPD", "symbols": ["O", "C", "C", "O", "C", "In", "H", "H", "H", "H", "H", "H", "H", "O", "H", "C", "H", "H", "H"], "positions_angstrom": [[1.401948, -1.257757, -0.395787], [1.579280, -1.043402, 0.988660], [0.562224, -0.041965, 1.498753], [0.610470, 1.109274, 0.662845], [-0.306039, 2.122984, 1.043774], [0.862138, 0.553208, -1.335757], [2.600308, -0.678329, 1.172443], [1.464935, -1.982554, 1.552056], [0.781965, 0.243193, 2.539127], [-0.452862, -0.470468, 1.437056], [-0.080745, 2.472956, 2.060926], [-0.190601, 2.957572, 0.342866], [-1.338961, 1.744629, 1.007643], [-0.597715, -0.643109, -1.439885], [0.335060, -1.544259, -0.706481], [-1.587545, -0.844274, -2.397475], [-2.189018, 0.071292, -2.552297], [-1.168267, -1.122744, -3.384053], [-2.286573, -1.646246, -2.094414]], "atomic_forces_ev_per_a": [[-1.3, -1.4, -0.5], [0.2, -0.2, 1.1], [-0.3, -0.8, 0.8], [0.3, 0.3, 0.9], [-0.8, 0.9, 0.3], [2.6, 2.5, -1.9], [-0.2, -0.1, -0.3], [0.0, 0.3, -0.2], [-0.1, 0.0, -0.3], [0.2, 0.2, 0.1], [0.0, -0.1, -0.3], [0.0, -0.2, 0.2], [0.3, 0.1, 0.0], [-2.3, -1.9, 0.3], [2.2, 0.8, 0.6], [-1.4, -0.2, -1.4], [0.2, -0.4, 0.1], [-0.1, 0.1, 0.5], [0.4, 0.4, 0.0]], "e_homo_ev": [-13.27, -14.64], "lumo_ev": [-3.110, -6.349], "total_charge": 1, "energy_ev": -15633.50632, "max_force_ha_per_bohr": 0.0790, "spin_multiplicity": 2}